DFT (ωB97M-V with the def2-TZVPD basis set) results for a 3-piece molecular cluster, C10H25BN2O3 overall at a distorted geometry.

Each line ends with the natural charge from an NBO analysis.
CARTESIAN COORDINATES (ANGSTROEM)
B: 0.20542 -0.60036 2.07677  0.50
C: 1.44639 -0.77906 0.96244  -0.78
C: 0.83300 -0.27126 -0.47061  -0.43
C: 1.77418 -0.57346 -1.77818  -0.42
C: 3.38483 -0.63104 -1.48041  -0.44
C: 4.02927 0.78199 -0.91821  -0.07
O: 3.58608 1.98385 -1.64144  -0.57
C: 2.57813 2.75099 -0.89372  -0.29
H: -0.06128 0.48057 2.52048  -0.11
H: -0.41572 -1.50116 2.50535  -0.09
H: 1.83501 -1.88458 0.97140  0.23
H: 2.30727 -0.06248 1.35995  0.22
H: -0.18096 -0.87624 -0.63761  0.20
H: 0.51630 0.86123 -0.38616  0.24
H: 1.47873 -1.64290 -2.21895  0.21
H: 1.48246 0.21089 -2.62246  0.22
H: 3.72615 -1.53501 -0.79836  0.22
H: 3.91152 -0.82247 -2.53432  0.21
H: 5.20321 0.69361 -1.11648  0.18
H: 3.93905 0.88479 0.26780  0.17
H: 1.52137 2.52233 -1.37967  0.22
H: 2.75414 3.91782 -1.07487  0.19
H: 2.59934 2.60400 0.26718  0.18
C: -1.69033 1.61410 -2.77649  -0.71
C: -1.41570 2.96793 -2.18851  0.68
N: -2.23978 3.97240 -2.59476  -0.82
O: -0.51052 3.17961 -1.38965  -0.63
H: -1.91475 0.91280 -1.96811  0.25
H: -0.80509 1.27561 -3.32171  0.25
H: -2.53873 1.63566 -3.46619  0.21
H: -2.99788 3.84718 -3.24988  0.40
H: -2.07426 4.89437 -2.21200  0.41
C: -4.46071 -3.72955 2.96679  -0.71
C: -3.03500 -3.42180 3.32266  0.67
N: -2.81580 -3.00823 4.60095  -0.82
O: -2.10849 -3.52921 2.52743  -0.62
H: -4.53280 -4.77485 2.65403  0.24
H: -4.77224 -3.07787 2.14597  0.24
H: -5.13381 -3.57091 3.81396  0.20
H: -3.54556 -2.90452 5.29107  0.39
H: -1.86244 -2.79476 4.86453  0.41

Results
SMILES: BCCCCCOC.CC(N)=O.CC(N)=O
HOMO-LUMO gap, eV: 9.581
HOMO level, eV: -8.9
Net charge: 0

***

DFT (ωB97M-V with the def2-TZVPD basis set) results for C10H25FN2O7PS2 as an isolated structure at a distorted geometry.

Each line ends with the natural charge from an NBO analysis.
CARTESIAN COORDINATES (ANGSTROEM)
N: 3.21747 0.84954 3.57312  -0.23
C: 2.56374 1.40896 2.86204  0.45
O: 2.06420 1.98129 1.76452  -0.68
P: 1.75351 3.56906 2.05046  1.55
C: 3.14754 4.43248 2.93218  -0.53
N: 4.45904 3.88562 2.56911  -0.82
C: 0.26419 3.82659 3.10481  -0.77
C: -1.07202 3.59792 2.36704  0.04
F: -2.06614 3.78830 3.30732  -0.33
H: 1.59251 4.17114 0.77851  0.04
H: 2.94449 4.45308 4.01219  0.27
H: 3.10128 5.48058 2.55741  0.25
H: 5.11684 4.20085 3.27778  0.40
H: 4.71708 4.26133 1.66183  0.38
H: 0.38266 3.22961 4.02559  0.30
H: 0.33089 4.89299 3.40494  0.28
H: -1.26337 4.33320 1.56835  0.19
H: -1.19863 2.58615 1.94584  0.21
O: -0.88968 -1.31685 2.60874  -0.94
S: -1.38103 -0.85813 1.34414  2.38
O: -2.33252 0.21276 1.25703  -0.95
O: -1.92363 -2.10358 0.51735  -0.71
C: -2.92204 -2.94446 1.12734  -0.08
C: -4.29192 -2.29480 1.12872  -0.64
C: -0.01698 -0.46763 0.30125  -0.89
H: -2.61482 -3.22487 2.13698  0.20
H: -2.95540 -3.85831 0.53500  0.20
H: -4.31249 -1.41770 1.77551  0.22
H: -5.04591 -2.99590 1.48766  0.23
H: -4.56122 -1.96393 0.12493  0.22
H: 0.69988 -1.28531 0.32908  0.26
H: 0.43525 0.44106 0.69047  0.21
H: -0.37797 -0.30133 -0.71163  0.28
O: -0.87452 -1.85779 -2.53988  -0.95
S: 0.01515 -2.87678 -3.02111  2.38
O: 1.42521 -2.80986 -2.78349  -0.93
O: -0.24396 -3.09703 -4.57931  -0.71
C: -0.15441 -1.95921 -5.45498  -0.08
C: 1.28274 -1.54718 -5.71064  -0.64
C: -0.56935 -4.44788 -2.47608  -0.89
H: -0.74068 -1.12845 -5.05638  0.19
H: -0.61747 -2.25884 -6.39411  0.20
H: 1.75290 -1.16898 -4.80265  0.22
H: 1.32543 -0.76107 -6.46541  0.22
H: 1.87244 -2.39945 -6.04966  0.22
H: -1.63408 -4.52008 -2.68529  0.25
H: -0.38993 -4.50979 -1.40397  0.25
H: -0.01424 -5.22732 -2.99260  0.26

Results
HOMO-LUMO gap, eV: 8.757
HOMO level, eV: -12.8
Net charge: +1

***

DFT (ωB97M-V with the def2-TZVPD basis set) results for C10H25FeN3O8P as an isolated structure at a distorted geometry.

Each line ends with the natural charge from an NBO analysis.
CARTESIAN COORDINATES (ANGSTROEM)
Fe: 1.12261 -1.31331 0.04317  1.47
P: 2.95381 -2.68351 -0.27859  2.44
O: 2.67979 -1.54363 -1.30183  -1.31
O: 2.80646 -1.75096 0.95978  -1.23
O: 4.30885 -3.18671 -0.81498  -1.15
O: 1.52220 -3.19532 -0.47143  -1.21
C: 0.59244 -4.17286 2.42059  -0.25
O: 0.34024 -4.67798 1.14413  -0.80
H: 1.10124 -3.21861 2.28407  0.21
H: -0.35739 -3.92256 2.89312  0.11
H: 1.07490 -4.88578 3.08923  0.13
H: 0.73238 -4.09270 0.49201  0.51
C: 1.73253 1.77741 0.25595  0.54
O: 1.24228 0.62746 0.30017  -0.66
N: 2.13407 2.35873 -0.90694  -0.42
C: 2.10628 1.57840 -2.14237  -0.42
C: 2.96412 3.53271 -0.97013  -0.42
H: 2.02956 2.36307 1.13968  0.12
H: 2.93461 0.87752 -2.24599  0.26
H: 2.21299 2.30526 -2.94759  0.17
H: 1.15409 1.06629 -2.28091  0.23
H: 3.27271 3.98019 -0.02535  0.20
H: 3.91110 3.29594 -1.45517  0.19
H: 2.53330 4.28908 -1.62619  0.18
C: -1.18208 -0.40272 -2.24278  0.54
O: -0.29797 -0.81049 -1.46270  -0.66
N: -1.73584 0.81496 -2.20186  -0.43
C: -2.46421 1.36388 -3.34467  -0.62
C: -1.65675 1.64318 -1.02117  -0.72
H: -1.55279 -1.01641 -3.07834  0.12
H: -2.45794 0.69568 -4.20582  0.20
H: -2.02673 2.32398 -3.61842  0.19
H: -3.50770 1.41527 -3.03389  0.18
H: -1.04341 1.12062 -0.28711  0.24
H: -1.18166 2.59770 -1.24762  0.19
H: -2.67097 1.73275 -0.63202  0.18
C: -1.62584 -1.31526 1.62982  0.55
O: -0.41275 -1.45459 1.40557  -0.67
N: -2.07526 -0.17429 2.23794  -0.43
C: -1.15828 0.93933 2.56841  -0.48
C: -3.44595 -0.12463 2.76949  -0.61
H: -2.45119 -1.99825 1.37580  0.14
H: -1.27741 1.20502 3.61880  0.19
H: -1.34937 1.78434 1.90694  0.20
H: -0.09347 0.70835 2.53831  0.25
H: -3.46554 -0.51693 3.78625  0.17
H: -3.84380 0.88735 2.69399  0.19
H: -4.12825 -0.82697 2.29065  0.20

Results
Spin multiplicity: 6
HOMO-LUMO gap (alpha / beta), eV: 2.357 / 4.691
Expectation value of S²: 8.78
HOMO level (alpha / beta), eV: 2.2 / -0.1
Net charge: -2